Entry 1:
DFT (ωB97M-V/def2-TZVPD) results for a molecular structure, C40H38GeOP2SV.

The geometry in XYZ format:
```
84
Properties=species:S:1:pos:R:3:lowdin_charge:R:1
V -1.316 0.128 -0.672 0.04
O -1.560 3.590 -0.597 -0.47
S -0.733 2.376 -0.402 0.81
C 0.585 2.551 -1.648 -0.34
C 0.728 3.802 -2.229 -0.07
C 1.690 3.999 -3.204 -0.06
C 2.477 2.931 -3.619 -0.06
C 2.293 1.674 -3.066 -0.06
C 1.347 1.460 -2.065 -0.33
P 1.044 -0.194 -1.305 1.04
C 1.529 -1.391 -2.600 -0.35
C 0.496 -2.130 -3.172 -0.09
C 0.755 -3.055 -4.176 -0.07
C 2.055 -3.255 -4.610 -0.08
C 3.098 -2.540 -4.031 -0.08
C 2.839 -1.617 -3.031 -0.11
C 2.429 -0.347 -0.121 -0.34
C 2.973 0.789 0.476 -0.08
C 4.012 0.675 1.389 -0.07
C 4.520 -0.576 1.712 -0.09
C 3.974 -1.712 1.131 -0.09
C 2.930 -1.600 0.225 -0.10
C 0.129 2.668 1.142 -0.36
C 0.728 3.894 1.381 -0.06
C 1.275 4.136 2.632 -0.06
C 1.150 3.190 3.641 -0.06
C 0.503 1.985 3.401 -0.08
C 0.021 1.693 2.129 -0.32
P -0.825 0.154 1.623 1.00
C -2.177 0.126 2.861 -0.32
C -3.310 0.886 2.579 -0.09
C -4.346 0.965 3.496 -0.08
C -4.268 0.271 4.697 -0.09
C -3.149 -0.501 4.976 -0.08
C -2.105 -0.572 4.062 -0.08
C 0.214 -1.244 2.165 -0.35
C 1.283 -1.172 3.053 -0.10
C 1.943 -2.327 3.447 -0.09
C 1.549 -3.563 2.955 -0.09
C 0.498 -3.640 2.051 -0.07
C -0.167 -2.488 1.656 -0.09
H 0.056 4.592 -1.916 0.11
H 1.813 4.977 -3.652 0.11
H 3.225 3.072 -4.389 0.11
H 2.885 0.848 -3.431 0.09
H -0.513 -1.988 -2.800 0.06
H -0.060 -3.623 -4.606 0.10
H 2.264 -3.976 -5.390 0.10
H 4.116 -2.709 -4.358 0.10
H 3.662 -1.092 -2.563 0.11
H 2.600 1.772 0.214 0.10
H 4.432 1.567 1.837 0.11
H 5.337 -0.665 2.417 0.10
H 4.356 -2.691 1.389 0.11
H 2.511 -2.494 -0.222 0.11
H 0.747 4.649 0.605 0.11
H 1.771 5.077 2.833 0.11
H 1.544 3.400 4.627 0.11
H 0.363 1.276 4.209 0.11
H -3.382 1.399 1.625 0.10
H -5.221 1.560 3.268 0.10
H -5.082 0.325 5.408 0.10
H -3.087 -1.053 5.906 0.10
H -1.239 -1.182 4.289 0.10
H 1.623 -0.216 3.429 0.09
H 2.777 -2.257 4.134 0.11
H 2.065 -4.462 3.269 0.10
H 0.191 -4.599 1.650 0.11
H -0.986 -2.542 0.946 0.08
C -3.502 -2.260 -3.261 -0.23
Ge -3.539 -0.649 -2.117 0.68
C -2.522 0.740 -3.133 -0.23
C -5.395 -0.019 -2.014 -0.23
C -2.761 -0.914 -0.334 -0.41
H -4.330 -2.265 -3.973 0.01
H -3.563 -3.160 -2.648 0.01
H -2.570 -2.296 -3.831 -0.01
H -2.936 0.733 -4.145 0.03
H -1.450 0.530 -3.251 0.00
H -2.643 1.743 -2.722 0.02
H -5.829 0.051 -3.014 0.01
H -5.435 0.962 -1.541 0.02
H -5.997 -0.712 -1.424 0.02
H -3.410 -1.468 0.348 -0.03
```

Output
**HOMO energy (alpha / beta)**: -6.497 / -5.734 eV
**Spin multiplicity**: 2
**Kohn-Sham gap (alpha / beta)**: 6.87 / 5.99 eV
**<S²>**: 0.8433
**Energy relative to the best compared isomer or geometry (same formula, charge and spin)**: 0.00 kJ/mol

***

Entry 2:
DFT (ωB97M-V/def2-TZVPD) results for 2 unconnected molecules or ions with the total composition C6H17Cl2NSi2.

The geometry in XYZ format:
```
28
Properties=species:S:1:pos:R:3:nbo_charge:R:1
C -2.748 -1.285 -1.026 -0.60
C 3.701 -2.474 -0.079 -0.63
C -4.219 2.243 0.944 -1.21
C 1.577 0.557 -0.436 -1.16
C -2.953 0.279 -1.213 -0.92
C 3.572 -1.347 1.077 -0.86
N -1.208 1.300 0.836 -1.39
Si -2.751 1.332 0.337 1.84
Si 3.231 0.466 0.368 1.52
Cl 3.636 1.869 1.867 -0.39
Cl 4.760 0.773 -0.935 -0.39
H -3.741 -1.758 -0.852 0.21
H -2.437 -1.786 -1.947 0.21
H -2.015 -1.361 -0.266 0.22
H 3.789 -2.132 -1.132 0.21
H 4.646 -3.105 0.016 0.22
H 2.704 -3.069 -0.050 0.21
H -3.868 2.870 1.826 0.26
H -4.555 2.959 0.178 0.26
H -5.182 1.809 1.203 0.27
H 0.938 1.199 0.093 0.28
H 1.557 0.944 -1.471 0.26
H 1.165 -0.405 -0.458 0.25
H -3.995 0.305 -1.702 0.23
H -2.263 0.735 -1.896 0.24
H 4.655 -1.283 1.485 0.24
H 2.892 -1.723 1.822 0.23
H -0.889 2.088 1.410 0.38
```

Output
**HOMO energy**: -9.332 eV
**Kohn-Sham gap**: 9.69 eV
**Energy relative to the best compared isomer or geometry (same formula, charge and spin)**: 201.23 kJ/mol
**SMILES**: [H]/N=[Si](\C)CC.CC[Si](C)(Cl)Cl

***

Entry 3:
DFT (ωB97M-V/def2-TZVPD) results for CH3Cl3Si in the gas phase.

The geometry in XYZ format:
```
8
Properties=species:S:1:pos:R:3:nbo_charge:R:1
C -1.031 0.039 -0.013 -1.17
Si 0.842 -0.303 -0.046 1.46
Cl 1.639 1.894 -0.303 -0.46
Cl 1.521 -0.939 1.754 -0.33
Cl 1.572 -1.325 -1.622 -0.31
H -1.606 -0.630 -0.553 0.25
H -1.564 0.159 0.976 0.28
H -1.373 1.106 -0.193 0.29
```

Output
**HOMO energy**: -10.868 eV
**Kohn-Sham gap**: 11.20 eV
**Energy relative to the best compared isomer or geometry (same formula, charge and spin)**: 117.31 kJ/mol
**SMILES**: C[Si](Cl)(Cl)Cl

***

Entry 4:
DFT (ωB97M-V/def2-TZVPD) results for 13 unconnected molecules or ions with the total composition C38H80F24N5O34S8.

The geometry in XYZ format:
```
189
Properties=species:S:1:pos:R:3:lowdin_charge:R:1
C 22.978 18.927 15.803 -0.08
O 21.597 18.869 16.220 -0.21
C 21.434 18.712 17.678 -0.15
C 20.064 18.134 17.903 -0.10
N 19.078 18.900 17.072 0.08
H 19.144 19.912 17.064 0.18
H 19.199 18.515 16.146 0.10
C 17.634 18.545 17.488 -0.10
C 16.673 19.455 16.811 -0.16
O 17.098 19.352 15.426 -0.19
C 16.064 19.572 14.484 -0.09
H 23.091 19.071 14.730 0.08
H 23.403 17.935 16.006 0.08
H 23.563 19.669 16.358 0.08
H 21.571 19.706 18.128 0.13
H 22.160 18.027 18.090 0.11
H 19.779 18.115 18.954 0.12
H 20.006 17.132 17.489 0.12
H 17.665 18.684 18.558 0.08
H 17.430 17.498 17.284 0.14
H 16.632 20.472 17.205 0.14
H 15.745 18.952 16.994 0.10
H 15.756 20.604 14.499 0.08
H 15.230 18.905 14.730 0.08
H 16.439 19.421 13.474 0.09
C 20.796 10.952 15.694 -0.02
O 20.549 11.046 14.230 -0.19
C 19.226 11.455 13.899 -0.19
C 19.299 12.021 12.498 -0.10
N 20.429 12.935 12.480 0.04
H 20.262 13.826 12.969 0.09
H 21.172 12.429 12.927 0.12
C 20.853 13.314 11.106 -0.13
C 19.783 13.490 10.065 -0.20
O 18.773 14.362 10.624 -0.20
C 17.699 14.475 9.733 -0.12
H 21.848 10.800 15.897 0.06
H 20.191 10.097 16.075 0.10
H 20.501 11.889 16.260 0.09
H 18.871 12.219 14.588 0.09
H 18.562 10.615 13.952 0.13
H 18.379 12.610 12.264 0.13
H 19.515 11.297 11.680 0.15
H 21.651 12.625 10.817 0.14
H 21.296 14.304 11.256 0.13
H 19.282 12.585 9.681 0.12
H 20.300 13.953 9.216 0.13
H 17.327 13.547 9.292 0.09
H 18.024 15.164 8.957 0.08
H 16.881 14.994 10.228 0.08
C 29.282 16.865 17.760 -0.09
O 29.491 15.739 18.606 -0.17
C 28.963 14.585 17.994 -0.23
C 28.644 13.556 19.056 -0.09
N 27.504 14.131 19.832 0.07
H 27.542 13.630 20.716 0.19
H 27.567 15.135 19.955 0.15
C 26.227 13.794 19.114 -0.10
C 25.158 14.660 19.670 -0.17
O 25.792 15.976 19.577 -0.22
C 24.966 16.849 20.361 -0.07
H 29.702 16.897 16.749 0.09
H 29.615 17.722 18.339 0.09
H 28.189 16.929 17.615 0.09
H 29.483 14.132 17.117 0.15
H 28.015 14.890 17.549 0.11
H 29.436 13.291 19.770 0.14
H 28.346 12.593 18.669 0.14
H 25.975 12.764 19.200 0.10
H 26.480 13.973 18.070 0.13
H 24.887 14.478 20.715 0.14
H 24.269 14.616 19.065 0.10
H 25.368 17.843 20.412 0.08
H 24.937 16.444 21.358 0.04
H 23.941 16.825 19.934 0.09
C 13.720 16.972 12.133 -0.13
O 13.386 16.610 13.402 -0.21
C 12.022 16.851 13.728 -0.19
C 11.668 15.862 14.806 -0.10
N 12.235 16.194 16.182 0.04
H 12.228 17.194 16.358 0.18
H 11.601 15.807 16.897 0.14
C 13.535 15.606 16.422 -0.12
C 14.093 16.126 17.775 -0.19
O 13.128 16.055 18.777 -0.18
C 13.017 14.785 19.430 -0.05
H 13.460 18.045 12.056 0.09
H 13.220 16.371 11.348 0.10
H 14.784 16.878 12.068 0.07
H 11.378 16.470 12.926 0.13
H 11.907 17.950 13.910 0.14
H 12.072 14.858 14.613 0.13
H 10.579 15.737 14.951 0.14
H 14.210 15.857 15.624 0.11
H 13.449 14.544 16.590 0.10
H 14.366 17.185 17.674 0.12
H 15.011 15.532 17.918 0.12
H 13.839 14.603 20.123 0.07
H 13.009 13.972 18.678 0.08
H 12.023 14.820 19.888 0.10
C 16.586 12.705 16.445 -0.07
O 16.411 13.685 17.486 -0.20
C 16.640 13.077 18.770 -0.17
C 18.080 12.695 19.053 -0.08
N 18.967 13.797 18.614 0.10
H 18.863 13.850 17.595 0.14
H 18.698 14.705 19.023 0.13
C 20.375 13.459 18.977 -0.10
C 21.404 14.472 18.528 -0.16
O 21.376 15.715 19.250 -0.21
C 21.438 15.546 20.642 -0.08
H 17.497 12.102 16.570 0.08
H 16.522 13.192 15.475 0.08
H 15.765 11.988 16.497 0.08
H 16.151 12.080 18.741 0.14
H 16.174 13.639 19.552 0.10
H 18.249 11.874 18.368 0.11
H 18.286 12.338 20.057 0.14
H 20.594 12.491 18.560 0.10
H 20.353 13.355 20.070 0.11
H 21.298 14.769 17.474 0.12
H 22.390 13.981 18.610 0.10
H 21.977 16.357 21.101 0.08
H 21.943 14.586 20.900 0.11
H 20.403 15.420 20.980 0.09
C 23.385 14.491 14.879 -0.65
F 22.108 14.247 15.235 0.10
F 23.384 15.733 14.364 0.10
F 24.104 14.532 15.999 0.13
S 23.994 13.222 13.681 0.46
O 23.143 13.454 12.522 -0.34
O 25.379 13.535 13.534 -0.31
O 23.660 12.005 14.394 -0.29
C 12.547 11.908 16.124 -0.68
F 13.112 11.953 17.311 0.16
F 13.225 12.771 15.281 0.05
F 12.657 10.735 15.600 0.19
S 10.810 12.581 16.179 0.49
O 10.232 12.427 14.887 -0.30
O 10.277 11.848 17.272 -0.29
O 11.107 14.004 16.561 -0.38
C 22.834 16.306 24.979 -0.64
F 21.901 16.077 23.971 0.07
F 22.438 17.331 25.748 0.12
F 22.870 15.231 25.777 0.11
S 24.416 16.543 24.143 0.39
O 24.516 15.495 23.197 -0.31
O 24.209 17.824 23.509 -0.33
O 25.325 16.530 25.258 -0.33
C 23.928 10.083 20.173 -0.67
F 23.576 8.839 19.967 0.16
F 23.253 10.589 21.239 0.11
F 25.234 10.136 20.552 0.08
S 23.617 11.103 18.722 0.48
O 24.441 10.434 17.791 -0.28
O 22.214 11.069 18.508 -0.27
O 24.112 12.436 19.165 -0.37
C 20.067 11.504 22.431 -0.62
F 19.215 12.597 22.501 0.05
F 20.296 11.273 21.134 0.08
F 21.210 11.930 22.989 0.11
S 19.310 9.938 23.118 0.36
O 19.204 10.316 24.477 -0.33
O 18.019 9.879 22.480 -0.33
O 20.312 9.035 22.762 -0.29
C 16.605 16.207 21.774 -0.64
F 15.509 15.608 21.227 0.10
F 16.263 16.862 22.879 0.13
F 17.414 15.211 22.190 0.12
S 17.471 17.309 20.622 0.42
O 16.459 18.224 20.215 -0.31
O 18.601 17.929 21.216 -0.26
O 17.750 16.327 19.583 -0.33
C 17.315 15.680 13.856 -0.62
F 16.413 15.879 14.790 0.15
F 16.990 14.516 13.192 0.08
F 17.231 16.656 12.914 0.09
S 19.045 15.605 14.485 0.48
O 19.046 14.450 15.331 -0.27
O 19.793 15.420 13.263 -0.28
O 19.086 16.899 15.090 -0.27
C 15.491 8.100 16.406 -0.59
F 15.300 6.965 15.685 0.08
F 15.226 9.174 15.582 0.04
F 14.478 8.204 17.326 0.08
S 17.219 8.262 17.018 0.37
O 17.927 8.142 15.765 -0.33
O 17.203 9.532 17.604 -0.29
O 17.286 7.129 17.876 -0.30
```

Output
**HOMO energy**: -2.490 eV
**Total charge**: -3
**Kohn-Sham gap**: 6.05 eV

***

Entry 5:
DFT (ωB97M-V/def2-TZVPD) results for C6H10 in the gas phase.

The geometry in XYZ format:
```
16
Properties=species:S:1:pos:R:3:nbo_charge:R:1
C 2.898 0.807 -0.146 -0.68
C 1.651 0.079 0.089 -0.01
C 0.561 -0.406 0.266 -0.03
C -0.880 -0.668 0.403 -0.28
C -1.462 -1.196 -0.913 -0.59
C -1.522 0.669 0.799 -0.59
H 3.727 0.436 0.462 0.23
H 3.188 0.757 -1.200 0.23
H 2.736 1.860 0.110 0.23
H -1.064 -1.403 1.198 0.22
H -1.222 -0.506 -1.729 0.21
H -2.551 -1.283 -0.843 0.21
H -1.051 -2.177 -1.168 0.21
H -1.311 1.411 0.022 0.21
H -2.607 0.579 0.917 0.20
H -1.093 1.041 1.734 0.21
```

Output
**HOMO energy**: -9.335 eV
**Kohn-Sham gap**: 10.39 eV
**Energy relative to the best compared isomer or geometry (same formula, charge and spin)**: 122.87 kJ/mol
**SMILES**: CC#CC(C)C

***

Entry 6:
DFT (ωB97M-V/def2-TZVPD) results for C17H26N2O4S2 in the gas phase.

The geometry in XYZ format:
```
51
Properties=species:S:1:pos:R:3:nbo_charge:R:1
C -4.982 4.964 3.172 -0.26
H -5.707 5.776 3.181 0.21
H -4.078 5.279 3.702 0.18
H -5.412 4.089 3.668 0.18
O -4.719 4.707 1.810 -0.48
C -3.847 3.728 1.483 0.33
C -3.650 3.525 0.111 -0.25
C -2.781 2.553 -0.331 -0.15
C -2.103 1.776 0.592 -0.39
C -2.286 1.961 1.946 -0.10
C -3.158 2.935 2.400 -0.33
H -3.294 3.066 3.462 0.23
H -1.750 1.328 2.635 0.23
S -0.958 0.552 0.003 2.31
O -0.616 -0.328 1.096 -0.96
O -1.443 -0.034 -1.209 -0.94
N 0.354 1.521 -0.375 -0.86
H 0.924 1.666 0.446 0.40
C 1.130 1.220 -1.560 -0.22
H 1.588 2.154 -1.904 0.20
H 0.412 0.880 -2.308 0.23
C 2.212 0.158 -1.335 -0.24
C 3.264 0.169 -2.445 -0.40
C 4.325 -0.888 -2.147 -0.40
C 3.669 -2.255 -1.960 -0.23
N 2.646 -2.201 -0.935 -0.44
C 2.817 -2.914 0.201 0.69
O 3.835 -3.557 0.400 -0.65
C 1.675 -2.985 1.203 -0.52
C 0.847 -4.232 0.893 -0.51
H 0.116 -4.422 1.678 0.22
H 1.505 -5.095 0.794 0.24
S -0.070 -4.129 -0.680 0.16
C -1.564 -3.269 -0.113 -0.75
H -2.154 -3.943 0.503 0.21
H -2.120 -2.985 -1.000 0.23
H -1.291 -2.376 0.440 0.23
H 2.128 -3.122 2.188 0.23
H 1.045 -2.098 1.235 0.23
C 1.606 -1.250 -1.239 -0.22
H 0.820 -1.268 -0.492 0.24
H 1.151 -1.518 -2.200 0.20
H 4.405 -2.999 -1.653 0.25
H 3.200 -2.576 -2.898 0.19
H 5.049 -0.941 -2.961 0.21
H 4.859 -0.622 -1.233 0.20
H 3.727 1.156 -2.519 0.21
H 2.782 -0.050 -3.401 0.20
H 2.714 0.379 -0.384 0.19
H -2.623 2.371 -1.382 0.24
H -4.197 4.147 -0.579 0.23
```

Output
**HOMO energy**: -8.108 eV
**Kohn-Sham gap**: 8.53 eV
**Energy relative to the best compared isomer or geometry (same formula, charge and spin)**: 32.46 kJ/mol
**SMILES**: COc1ccc(S(=O)(=O)NC[C@@H]2CCCN(C(=O)CCSC)C2)cc1

***

Largest force on an atom? In order: 0.7 3.3 3.8 3.9 0.6 0.9 eV/A.